[1]
C16H20F3OTm | ωB97M-V/def2-TZVPD

The geometry in XYZ format:
```
41
Properties=species:S:1:pos:R:3:forces:R:3
Tm -0.0131 -0.0353 0.0059 -1.2 1.5 -0.5
C 0.7129 -1.7933 1.6886 -0.4 -0.6 -0.1
C -0.7181 -1.7325 1.6990 0.2 -1.2 -0.3
C -1.1828 -2.1884 0.4214 0.5 -0.9 0.6
H -1.3461 -1.4863 2.5566 0.2 0.1 -0.4
C -0.0409 -2.4997 -0.3849 -0.1 -0.8 1.0
C 1.1284 -2.2629 0.4038 -0.6 -0.5 0.4
H 2.1543 -2.4677 0.0955 -0.4 0.3 0.1
H 1.3613 -1.5692 2.5380 -0.2 0.1 -0.4
H -2.2251 -2.3587 0.1485 0.4 0.4 0.0
H -0.0664 -2.9469 -1.3803 0.0 0.5 0.3
C 1.5698 1.8138 0.7528 0.6 0.2 -0.4
C 2.4125 0.7173 0.4002 0.2 0.6 0.0
C 2.2824 0.4778 -1.0008 0.0 0.7 0.1
H 3.0873 0.1935 1.0773 -0.4 0.0 -0.2
C 1.3848 1.4531 -1.5239 0.7 0.9 0.4
C 0.9347 2.2749 -0.4428 1.0 0.0 -0.4
H 0.3051 3.1616 -0.5326 0.0 -0.5 0.1
H 1.4901 2.2865 1.7348 -0.1 -0.4 -0.3
H 2.8277 -0.2599 -1.5953 -0.3 0.2 0.3
H 1.1844 1.6303 -2.5804 -0.4 -0.4 0.4
O -1.1631 -0.0067 -1.6580 -0.6 0.1 0.2
C -0.8539 0.2978 -4.5059 0.7 0.3 0.8
C -2.1144 0.5019 -3.7882 0.6 0.2 0.3
C -0.3188 -1.0540 -4.6636 0.0 0.4 0.3
C -0.1618 1.4432 -5.1101 -0.1 -0.5 0.5
C -1.8998 0.9693 -2.3265 0.0 -0.6 -0.4
H -2.6808 -0.4403 -3.7599 -0.2 0.0 0.1
H -2.7225 1.2586 -4.3030 -0.6 0.4 -0.2
H -1.3568 1.9365 -2.3140 -0.2 -0.1 -0.2
H -2.8664 1.1123 -1.8104 -0.1 0.1 0.0
H -0.7802 -1.5637 -5.5290 -0.1 -0.9 -0.6
H -0.5114 -1.6727 -3.7723 0.1 -0.1 -0.2
H 0.7661 -1.0301 -4.8475 0.0 -0.2 0.0
H -0.5498 1.6642 -6.1203 -0.1 0.6 -1.0
H 0.9137 1.2374 -5.2278 0.0 0.2 0.0
H -0.2747 2.3674 -4.5211 0.1 0.1 -0.1
F -3.0601 0.6528 1.3666 -0.4 0.5 0.5
C -1.8537 1.3276 1.3145 2.0 -1.5 -1.6
F -2.1541 2.5694 0.7900 -0.5 0.2 0.6
F -1.4977 1.5575 2.6342 -0.6 0.5 0.6
```
Positions in Å, forces in eV/Å.

Computed properties:
- spin multiplicity = 3
- gap between HOMO and LUMO (spin up / spin down) (eV) = 2.061 / 2.062
- net charge = -2
- HOMO (spin up / spin down) (eV) = 2.6 / 2.6

Atomic partial charges in e from the natural (NBO) method, atoms 1 to 6: atom 1 (Tm): 1.412, atom 2 (C): -0.361, atom 3 (C): -0.361, atom 4 (C): -0.333, atom 5 (H): 0.237, atom 6 (C): -0.345

[2]
C16H20IO3Os | ωB97M-V/def2-TZVPD

The geometry in XYZ format:
```
41
Properties=species:S:1:pos:R:3:forces:R:3
Os 0.3840 -0.1745 -0.3594 0.2 -0.4 -0.3
C 2.6394 -1.5256 1.7131 0.0 0.0 0.1
O 2.2611 -1.2798 0.3267 -0.2 0.0 0.1
C 2.8715 -2.1876 -0.6181 0.1 -0.1 0.0
C 2.6431 -1.6011 -1.9793 0.0 0.0 -0.1
O 1.2306 -1.2921 -2.1163 -0.1 0.1 0.1
C 0.4027 -2.4095 -2.5469 0.1 -0.1 -0.1
C -0.9719 -2.1501 -2.0079 -0.1 0.0 0.0
O -0.8701 -1.8319 -0.5810 0.1 0.2 0.0
C -0.9271 -2.9781 0.3327 -0.1 0.0 0.0
H 3.7238 -1.5635 1.7839 0.0 0.0 0.0
H 2.2147 -2.4672 2.0570 0.0 0.0 0.0
H 2.2634 -0.6975 2.3073 0.0 0.0 0.0
H 2.4295 -3.1795 -0.5023 0.0 0.0 0.0
H 3.9419 -2.2646 -0.4219 0.0 0.0 0.1
H 2.9661 -2.2816 -2.7666 -0.1 0.0 -0.1
H 3.1723 -0.6580 -2.1007 0.0 0.0 0.0
H 0.8274 -3.3429 -2.1750 0.0 0.0 0.0
H 0.3737 -2.4404 -3.6360 0.1 0.0 0.0
H -1.6397 -2.9986 -2.1469 0.0 0.0 0.0
H -1.4188 -1.2735 -2.4751 -0.1 0.0 0.0
H -1.9265 -3.4017 0.2797 0.0 0.0 0.0
H -0.7296 -2.6066 1.3343 0.0 0.0 0.0
H -0.1833 -3.7182 0.0442 0.0 0.0 0.0
I 1.7943 2.0554 -0.5051 -0.2 0.1 0.0
C 0.1951 3.1822 0.2452 0.2 0.0 -0.1
C 0.3283 4.5623 0.3388 0.0 -0.1 0.0
C -0.7335 5.2811 0.8525 -0.1 0.0 0.0
C -1.9046 4.6075 1.2708 0.1 0.1 0.0
C -2.0189 3.2103 1.1768 0.0 0.1 0.0
C -3.1750 2.5580 1.6354 -0.1 -0.1 0.0
C -3.2671 1.1702 1.5532 0.0 0.1 0.0
C -2.2278 0.4346 0.9986 -0.1 0.1 0.0
C -1.0610 1.0435 0.5089 0.1 -0.1 0.1
C -0.9508 2.4475 0.6249 -0.1 0.0 0.0
H 1.2325 5.0701 0.0285 0.0 0.0 0.0
H -0.6635 6.3581 0.9393 0.0 0.0 0.0
H -2.7344 5.1784 1.6720 0.0 0.0 0.0
H -3.9869 3.1362 2.0608 0.0 0.0 0.0
H -4.1534 0.6652 1.9146 0.0 0.0 0.0
H -2.3516 -0.6367 0.9391 0.0 0.0 0.0
```
Positions in Å, forces in eV/Å.

Computed properties:
- spin multiplicity = 5
- gap between HOMO and LUMO (spin up / spin down) (eV) = 7.778 / 5.990
- net charge = +3
- HOMO (spin up / spin down) (eV) = -18.4 / -19.4

Atomic partial charges in e from the Löwdin method, atoms 1 to 6: atom 1 (Os): 1.387, atom 2 (C): -0.001, atom 3 (O): -0.393, atom 4 (C): -0.137, atom 5 (C): -0.117, atom 6 (O): -0.292

Which of these has the lowest spin multiplicity? C16H20F3OTm